# 1
23
Properties=species:S:1:pos:R:3:lowdin_charge:R:1 method="wB97M-V/def2-TZVPD" fmax_ev_per_a=4.2 e_above_lowest_kcal_mol=108.9 total_energy_ha=-550.19999 smiles="CO[C@@H]1[NH2+]NC(=O)N1C1CC1" total_charge=+1
H 3.07545 0.88241 1.65485 0.134
N -0.50663 0.16199 0.17356 0.082
O -2.61552 0.68371 0.93359 0.188
C 0.55317 0.84734 -0.57222 -0.218
H -1.80629 -2.97762 0.07667 0.089
H 0.51621 2.81520 -0.26788 0.230
C -1.35082 -2.15384 -0.38149 -0.065
N -1.32381 2.15201 -0.30612 0.107
H -0.21339 -1.56475 1.46024 0.170
H 0.44837 -1.76904 -1.56697 0.095
N -0.06380 2.15381 -0.84819 0.127
H -0.11971 2.17962 -1.89388 0.227
C -0.39102 -1.29583 0.38537 -0.276
C 2.19445 0.30552 1.25024 -0.014
H 0.74590 -3.15495 -0.40228 0.165
H 2.44750 -0.58734 0.79623 0.063
C -1.60100 0.93084 0.40008 -0.488
H 0.83033 0.34455 -1.48852 0.171
O 1.62450 1.23745 0.28411 -0.096
H -1.98735 2.91680 -0.10287 0.200
H -2.20510 -1.79332 -0.98986 0.132
C 0.14584 -2.17390 -0.61108 -0.102
H 1.60275 -0.14066 2.01643 0.079

# 2
27
Properties=species:S:1:pos:R:3:lowdin_charge:R:1 method="wB97M-V/def2-TZVPD" fmax_ev_per_a=1.4 e_above_lowest_kcal_mol=139.0 total_energy_ha=-1037.38539 total_charge=0
C -0.07418 0.00402 2.00883 -0.271
H -1.79694 -0.65879 -0.02982 0.046
H 1.99842 2.37893 0.32432 0.122
H 1.99350 0.26931 1.49025 0.154
C 1.56803 -1.85786 -1.03992 -0.011
H -0.79728 1.93029 -2.53605 0.087
H 0.85236 -2.67544 -1.06720 0.092
H 0.19910 2.57388 0.47500 0.119
H -1.58212 -2.76730 1.74912 0.101
C -0.21085 1.01788 -2.60389 -0.017
C -0.66328 0.57112 3.17085 -0.737
C 0.75491 0.61914 -0.28401 -0.196
C -1.73551 -0.23287 -1.02832 -0.020
H -0.58794 0.43258 -3.44078 0.087
H 0.82418 1.28230 -2.80361 0.088
H -2.40937 0.61930 -1.09518 0.089
C -0.32130 0.20189 -1.32043 -0.360
O -1.46733 0.14085 3.93382 0.050
C -0.47663 -1.22328 1.51387 -0.086
O -1.29074 -1.99564 2.25323 0.018
C 1.03862 1.89484 0.44534 0.004
H 2.14351 -1.88584 -1.97068 0.097
Cl -0.02321 2.25810 3.49999 0.585
H -2.05469 -0.98077 -1.75252 0.090
C 1.00371 0.65925 1.25853 -0.183
C 0.86225 -0.58249 -0.94439 -0.040
H 2.25281 -1.99339 -0.20635 0.092

# 3
104
Properties=species:S:1:pos:R:3:lowdin_charge:R:1 method="wB97M-V/def2-TZVPD" fmax_ev_per_a=0.9 e_above_lowest_kcal_mol=0.0 total_energy_ha=-4729.63376 total_charge=-1
H -6.49693 1.55962 -1.03117 0.095
H -0.60956 -0.42921 5.59676 0.103
H -0.27967 -4.80246 -3.93521 0.095
C 2.16718 2.44526 -0.75412 -0.493
P -1.56620 2.23264 -0.59977 1.074
H -6.32804 -0.85163 -0.48209 0.095
H -2.70658 -1.69842 -2.29854 0.079
C -2.51258 4.74982 -1.54513 -0.102
C 5.54235 -1.84084 -0.75887 -0.095
H 4.31340 -2.37132 0.90777 0.084
H -0.91462 -2.23585 2.17260 0.009
H -2.55153 -1.57823 2.16550 0.016
C 2.61336 0.06232 1.76776 -0.119
H 4.54486 -0.63191 2.35616 0.102
N 0.27751 3.51009 2.84069 -0.076
C -2.44270 0.47858 4.96273 -0.058
H 3.92846 -6.87287 1.10388 0.096
C 1.76061 -4.32615 0.50892 -0.352
H -3.24128 6.65135 -2.20794 0.097
C -5.43339 -0.24093 -0.52457 -0.092
C -1.41677 1.00705 -3.12232 -0.079
C 2.98633 -6.33833 1.07196 -0.100
C -0.87511 0.82276 -4.38647 -0.076
C 3.20548 -1.90845 -2.24924 -0.119
C -3.01688 -0.05117 -0.30648 -0.309
H -2.52360 4.32022 -2.53927 0.106
C -3.14462 1.31210 -0.60235 -0.379
H 4.41631 -1.27863 -3.89320 0.102
H -2.35936 -3.42761 -3.97323 0.096
H -2.83708 1.82879 1.90004 0.096
H -4.09975 1.47039 3.99728 0.107
H 2.89781 0.30346 0.75370 0.099
H -0.35051 -4.43313 0.89976 0.086
N -1.10749 0.95656 2.58205 0.018
H 6.44599 -1.79519 -0.16291 0.095
C 0.59540 -4.96084 0.95222 -0.100
C -0.84425 -1.99314 -1.26012 -0.268
H 6.51451 -1.25266 -2.58075 0.095
C -2.47300 5.86870 0.99442 -0.073
N 0.62987 2.96976 1.64974 -0.042
C -1.79260 -2.27684 -2.25762 -0.116
H -2.13445 -2.92517 1.09849 0.016
H 0.25347 3.81448 -2.23497 0.106
C 0.06241 1.71575 -4.87947 -0.092
H -2.96389 0.28033 5.89018 0.105
C 0.32876 -2.75559 -1.28116 -0.393
N 3.01148 2.20383 -1.74369 0.046
N 1.72931 4.84963 1.94857 0.017
H -1.17539 -0.03586 -4.97472 0.099
N 1.34269 0.30112 2.09518 0.052
H -0.29597 -6.72004 1.77618 0.098
H -4.14245 -1.86137 -0.01314 0.101
C -4.38506 1.89010 -0.86979 -0.075
C -0.08399 2.98273 -2.84314 -0.118
P 1.60232 -2.54607 0.02603 1.123
C -2.91769 6.06313 -1.35786 -0.090
C 1.52051 3.81292 1.15034 -0.473
C -2.06807 4.55457 0.80734 -0.090
H 1.41508 -4.36239 -2.20265 0.108
H -3.19965 7.65526 0.05376 0.096
C 0.45646 2.79794 -4.10458 -0.085
C 4.33800 -2.17729 -0.16016 -0.155
H 1.85141 -7.96245 1.90059 0.092
C -2.37424 1.34447 2.74797 -0.104
C 0.92679 0.00638 3.33360 -0.187
C -1.60104 -3.25621 -3.21743 -0.092
C 1.77301 -0.55517 4.28045 -0.001
C -1.12910 0.08422 4.80134 -0.001
C 3.15568 -2.24554 -0.90025 -0.377
C 3.09188 -0.79429 3.94109 -0.055
H 3.87267 -4.59471 0.21504 0.086
H 1.21386 3.48167 -4.46528 0.103
N 0.92249 4.61623 3.00025 -0.106
C -5.53049 1.11245 -0.83170 -0.092
N 1.69731 0.50265 -1.46551 -0.013
N 2.15009 3.64327 -0.06584 0.146
H 0.50229 1.55963 -5.85661 0.096
Fe -0.01548 1.19483 0.91942 0.097
Si -1.26098 -0.72935 0.15202 0.649
C -4.19482 -0.80725 -0.26506 -0.103
H -2.13353 0.29087 -2.74421 0.076
C -2.89820 6.62460 -0.08787 -0.095
H 1.41142 -0.78969 5.27076 0.102
C 5.58089 -1.53752 -2.11208 -0.098
C -3.07643 1.13166 3.91745 -0.038
C -0.43875 -4.01818 -3.20492 -0.092
C 2.95472 -5.03932 0.57628 -0.091
N 1.33577 1.42759 -0.54639 -0.077
C 0.62448 -6.25429 1.44493 -0.094
H 3.77360 -1.22370 4.66364 0.106
N 2.67494 0.96836 -2.16453 -0.049
H -4.45604 2.94894 -1.08882 0.096
C 4.40698 -1.56213 -2.84826 -0.094
C -1.76387 -1.98891 1.52652 -0.223
C 0.51096 -3.76394 -2.23449 -0.112
C -2.08713 3.98043 -0.46281 -0.335
C 3.52117 -0.47172 2.66505 -0.057
C 1.82502 -6.95147 1.51332 -0.112
C -1.02535 2.08726 -2.33824 -0.336
H -1.69169 3.99108 1.65181 0.064
H -2.42432 6.30435 1.98412 0.104
H 2.90367 4.27669 -0.26872 0.130
H 2.29508 -1.87452 -2.83071 0.095
C -0.48394 0.35111 3.60076 -0.202

# 4
155
Properties=species:S:1:pos:R:3:lowdin_charge:R:1 method="wB97M-V/def2-TZVPD" fmax_ev_per_a=0.9 e_above_lowest_kcal_mol=0.0 total_energy_ha=-6360.85110 smiles="CC[C@@H](F)[C@](CNOC[C@H](C)CC(C)C)(CC(N)(N)N)O[C@@H](Br)N(C)C(C)=O.NC(N)=O.NC(N)=O.NC(N)=O.NC(N)=O.NC(N)=O.NC(N)=O.NC(N)=O.NC(N)=O.NC(N)=O.NC(N)=O.NC(N)=O" total_charge=0
O -0.22897 -1.05360 0.70308 -0.088
H -7.41510 2.79671 4.93474 0.075
C -3.89758 -1.28136 -5.58040 -0.669
H 4.94125 2.16230 -8.20994 0.063
H -3.46967 -7.53965 -3.27440 0.096
C 6.29013 1.71780 -6.66849 -0.659
H -0.40278 -2.59993 4.59712 0.093
H -0.55864 -6.37046 -1.65337 0.063
C -0.96825 1.71881 4.07756 -0.088
H -1.92133 1.23883 -0.61263 0.118
H -8.27583 6.40712 4.07164 0.090
C -0.85303 1.16020 1.60929 -0.290
H 0.81392 -3.50810 3.70105 0.088
N -8.18178 -1.04790 5.99332 0.165
H 2.12300 5.12300 6.94021 0.107
H -0.37269 -4.37966 4.71346 0.087
N -3.73501 -1.73433 -6.86142 0.150
H -8.22880 -2.04757 5.94688 0.098
N -2.67210 -7.25147 -2.74175 0.151
H 8.08606 0.90953 -7.20143 0.075
N -5.01248 -1.74118 -4.93163 0.149
N 0.08863 2.51322 -1.97246 0.105
H -1.94743 1.23481 4.14458 0.078
O 3.92842 1.47463 -10.19910 0.010
H 3.76719 -1.39323 -8.84017 0.096
N -8.03587 2.88604 7.34654 0.159
H -2.92313 -1.41683 -7.35528 0.101
O -0.41664 -7.72433 0.34329 0.012
H 9.01804 -3.72371 -4.88358 0.092
N -6.72470 8.22815 3.20083 0.141
H -7.62359 -0.61490 6.70572 0.109
H 2.23650 -2.34758 -2.00580 0.062
H 5.41934 1.65634 -1.15964 0.085
H 1.39815 1.78296 0.70974 0.126
O -0.92724 3.83882 6.40717 -0.011
H -0.00129 -5.48779 -3.03692 0.102
H 0.12056 2.77757 -0.99803 0.053
H -3.82175 4.27974 7.67874 0.065
C -1.16396 -3.62406 2.88309 -0.484
C 2.38397 6.00624 8.74695 -0.661
H -5.15040 -1.43290 -3.98824 0.100
H 3.01861 6.97028 10.41748 0.102
N 0.51495 0.24380 -2.76646 0.102
N -6.75039 3.30508 5.49311 0.150
H -2.43582 1.44092 -2.72769 0.066
H -10.02852 -0.23882 3.48762 0.107
N -1.53850 1.24665 -3.15603 0.076
O -2.23162 -4.16631 2.95954 0.094
H -1.45843 -0.35653 -1.13039 0.086
H -1.63949 -4.45079 0.42677 0.077
C 5.24415 1.63302 -2.24086 -0.070
H 0.78272 1.73081 2.84630 0.124
H 3.26856 -2.10453 -3.41997 0.082
H 7.73017 -0.39035 -3.54867 0.069
H -2.10201 5.34753 8.94009 0.095
H -8.16549 2.91459 8.33970 0.102
H 7.67487 1.35447 -3.36099 0.063
H 6.07771 -0.97120 -1.19980 0.111
H -7.03677 5.47713 4.85048 0.058
C 3.95744 -1.05142 -1.64891 -0.355
H 5.72786 2.49821 -2.70042 0.077
N -1.42694 5.00063 8.28666 0.161
O -6.04089 3.95689 7.55384 0.014
N -2.35130 -8.88096 0.60151 0.147
O 1.25566 5.77393 9.15232 0.015
O 9.09919 -1.01397 -6.53622 0.020
H 7.07816 1.29178 -8.56066 0.092
O -1.89413 -6.10356 -4.53511 0.014
H -5.66998 -2.37427 -5.34333 0.088
C 7.32711 0.41683 -2.92930 -0.089
H 1.61295 0.74120 -0.67382 0.091
O 6.49317 1.70245 -5.46483 0.028
H 5.68309 -1.79086 -2.70198 0.113
N 4.08034 -0.47418 -9.08632 0.158
C -1.75515 -6.45071 -3.37447 -0.684
H -2.77272 -7.12014 2.38758 0.102
Br -3.01644 -1.60562 0.82933 0.703
H -3.36097 3.43211 6.25907 0.088
N 7.22291 1.27898 -7.56804 0.160
H 4.17120 1.75507 -2.41672 0.060
C -0.12944 1.13108 2.94315 -0.189
H -0.44991 5.22185 8.40911 0.045
H 7.26784 -3.60870 -6.46420 0.090
H 1.45202 0.62159 -2.74661 0.047
N 7.61233 -2.71090 -6.74425 0.155
H 0.19764 0.11690 3.19414 0.102
H -0.64930 -3.19688 -0.39674 0.086
C -1.76760 4.24674 7.20729 -0.670
N 9.32891 -2.82448 -5.19630 0.154
N -3.09361 3.96768 7.06121 0.160
H -1.10181 2.79310 3.94697 0.075
H 4.23463 6.87351 9.19074 0.092
H 4.88809 -0.08990 -8.63084 0.069
H 7.67923 0.31354 -1.89661 0.077
C -0.72597 -3.84958 0.47149 -0.061
H -1.20741 -1.23347 2.51450 0.101
H 4.32124 -2.18614 0.14196 0.128
H 4.40842 -0.42130 0.38278 0.120
C -1.05263 0.61816 -0.85344 -0.070
H -3.21281 -9.04245 1.08695 0.094
N 2.79298 5.61211 7.50777 0.163
N 2.37107 -0.12540 -10.61705 0.155
C 5.79372 0.35360 -2.87024 -0.427
N 2.22111 -0.08021 1.08263 -0.009
C -1.47704 -7.87478 0.93207 -0.679
C 5.42984 -0.92055 -2.08561 -0.155
H -2.06370 -9.52087 -0.11533 0.104
H -1.89877 0.86789 1.74381 0.119
C -8.82070 -0.22414 5.11734 -0.653
O 2.52011 -1.23558 0.31520 -0.158
H 1.99143 -1.03622 -10.44567 0.094
N -0.68955 -6.07623 -2.60743 0.165
H -4.36901 -2.36627 -7.31006 0.089
C -0.22698 0.37298 0.44612 -0.333
C 8.70815 -2.11222 -6.18333 -0.677
H -6.01381 8.86962 2.90567 0.099
C -6.88552 3.42075 6.85294 -0.671
O -3.10286 -0.52505 -5.05399 0.028
H 4.40710 2.49994 -6.59877 0.106
C -0.21776 -3.52930 4.04996 0.019
F -0.87648 2.49425 1.17271 0.002
N 3.30511 6.67261 9.50459 0.151
H 3.41007 -0.14458 -1.92042 0.098
H 0.55591 -0.62519 -2.24498 0.066
N -0.65224 -3.02014 1.67720 -0.116
C 1.27632 0.75631 0.35349 -0.099
N -1.88333 -7.05013 1.93122 0.173
N -7.31135 6.27707 4.30768 0.153
H 3.70936 5.78968 7.14475 0.094
O -8.73211 0.99458 5.20153 -0.002
H 1.91827 0.48083 -11.27445 0.105
N 5.11501 2.15016 -7.21615 0.161
C -1.10770 -1.69579 1.53137 -0.660
H -1.61865 0.35710 -3.63402 0.032
C -6.31803 7.13842 3.92871 -0.684
H -9.63527 -1.82504 4.05309 0.097
H 3.81224 -3.16420 -2.11139 0.081
H 10.12532 -2.40032 -4.75955 0.104
N -9.55574 -0.83058 4.14421 0.160
H -0.46024 1.60501 5.03633 0.069
H 0.13359 -4.52490 0.44506 0.093
H -8.70212 2.41980 6.75426 0.062
H 1.01442 2.62234 -2.36363 0.068
C -0.46170 1.17702 -2.16924 -0.646
C 3.48123 0.35542 -9.98777 -0.676
O -5.15047 6.94598 4.21103 0.029
H -1.26352 -6.31608 2.21621 0.080
C 3.87428 -1.22165 -0.13558 -0.179
C 3.27289 -2.23648 -2.33431 -0.067
H 7.13607 -2.20161 -7.46385 0.093
H -5.90795 3.65640 5.07381 0.102
H -7.67951 8.40544 2.95702 0.086
H -2.57424 -7.54512 -1.78889 0.061
H 5.41891 0.26991 -3.89409 0.115
H 1.83159 -0.43730 1.94591 0.102